# 1
Molecular formula: C29H47IrN6O2SSi
Method: DFT, ωB97M-V/def2-TZVPD

Total charge   +3
Energy   -2403.3486 hartree
HOMO energy (alpha / beta)   -16.47 / -16.47 eV
Spin multiplicity   2
Relative energy (zero: lowest compared OMol25 entry of this formula, charge and spin)   38.1 kJ/mol

Structure (XYZ):
```
87
Properties=species:S:1:pos:R:3:forces:R:3
Ir 0.79354 0.00136 0.29833 0.36 -0.60 1.01
C -3.13934 0.60620 3.50030 0.08 -0.02 0.00
N -2.64030 -0.52249 2.71681 -0.13 -0.16 -0.07
C -3.49037 -1.72933 2.70545 0.06 0.01 0.09
C -2.64708 -2.74950 1.95362 0.09 -0.02 0.02
N -1.62212 -1.90718 1.32449 -0.09 0.02 -0.26
C -0.50682 -2.54674 0.66406 -0.06 0.25 0.32
C -1.64470 -0.65161 1.82991 0.28 0.04 0.28
N -0.79198 0.29809 1.43080 -0.65 0.46 -0.02
C -0.69037 1.64644 2.01836 0.13 -0.15 -0.14
C -0.18972 2.56868 0.92467 0.12 -0.13 0.10
N 1.00069 1.90506 0.33876 -0.09 0.12 -0.07
C 2.04047 2.55919 -0.24809 -0.20 0.05 -0.04
N 3.16650 1.93322 -0.60143 0.13 0.00 -0.02
C 3.51145 0.53028 -0.47443 -0.01 0.01 0.20
C 4.10179 2.86170 -1.25586 0.00 0.01 0.06
C 3.40771 4.21435 -1.08364 -0.03 -0.03 -0.02
N 2.08109 3.85419 -0.54143 0.14 0.07 -0.04
C 1.07905 4.91760 -0.43993 -0.01 -0.06 -0.05
H -3.85912 0.19547 4.20358 -0.03 0.04 -0.01
H -3.65514 1.34651 2.88672 0.02 0.00 0.02
H -2.35298 1.06778 4.09102 0.03 0.03 -0.03
H -4.43658 -1.50983 2.20869 0.01 -0.01 -0.03
H -3.69174 -2.03327 3.73029 -0.05 -0.02 -0.01
H -3.20784 -3.28753 1.19214 -0.01 -0.02 0.02
H -2.17681 -3.47037 2.62572 0.00 -0.01 0.00
H -0.84791 -3.40769 0.09145 -0.08 0.04 -0.03
H 0.28267 -2.84735 1.35283 0.01 -0.04 -0.01
H -0.10528 -1.86473 -0.10301 0.21 -0.09 -0.44
H 0.02110 1.63121 2.84896 -0.01 0.00 0.02
H -1.64507 2.00549 2.37797 -0.08 0.00 -0.07
H 0.06816 3.53418 1.34851 0.07 -0.03 0.04
H -0.95538 2.69526 0.15669 -0.01 0.00 0.00
H 3.23370 0.12805 0.50952 -0.01 0.05 -0.09
H 4.59661 0.43908 -0.51281 0.00 0.00 -0.03
H 3.11113 -0.07302 -1.29410 -0.04 -0.03 -0.02
H 4.24016 2.58355 -2.30124 -0.01 0.01 0.00
H 5.06538 2.81913 -0.75095 0.01 0.01 -0.03
H 3.27159 4.73706 -2.02827 0.04 0.02 0.01
H 3.92639 4.87463 -0.38906 0.00 -0.02 0.02
H 1.40247 5.71157 -1.10806 -0.03 0.01 0.00
H 1.02315 5.33055 0.56618 0.00 0.00 0.00
H 0.10310 4.58183 -0.77968 0.00 -0.02 0.04
O 0.56729 -0.11016 -1.68133 -0.23 -0.07 -0.23
S 0.10889 0.42617 -3.08802 0.14 0.10 0.31
C -1.61008 -0.06007 -3.28778 -0.03 -0.04 -0.13
C -2.53380 0.87501 -2.56268 0.03 -0.06 0.06
C -3.18462 1.89515 -3.24744 0.06 0.10 0.05
C -4.04075 2.75113 -2.56898 0.01 0.01 -0.02
C -4.25040 2.59240 -1.20585 0.00 0.00 0.01
C -3.61025 1.56611 -0.52222 0.00 0.01 0.00
C -2.75630 0.70829 -1.19872 -0.04 -0.07 -0.05
C 0.95555 -0.76098 -4.17010 -0.02 -0.03 -0.11
C 0.58748 -2.19197 -3.92711 0.04 0.03 -0.03
C 1.20717 -2.91674 -2.90972 0.01 0.02 0.00
C 0.86150 -4.24096 -2.68910 0.01 -0.02 -0.02
C -0.10054 -4.85004 -3.48645 0.01 -0.02 0.01
C -0.70666 -4.13854 -4.51217 0.01 0.02 -0.01
C -0.35947 -2.81371 -4.73599 -0.07 -0.01 0.06
H -1.69403 -1.10823 -2.99426 0.03 0.03 0.05
H -1.74105 0.00086 -4.37331 -0.08 -0.01 0.02
H -3.03638 2.01970 -4.31359 0.00 -0.01 0.00
H -4.55498 3.53411 -3.10941 -0.01 0.00 0.01
H -4.93225 3.25142 -0.68542 0.00 0.00 0.00
H -3.80755 1.41863 0.53378 0.00 -0.01 -0.02
H -2.29770 -0.12816 -0.68389 -0.01 0.01 -0.02
H 2.01553 -0.55330 -4.01434 -0.01 0.02 0.03
H 0.69402 -0.40790 -5.17185 0.02 -0.06 -0.02
H 1.99879 -2.46127 -2.32398 -0.01 0.01 0.00
H 1.37078 -4.81410 -1.92469 0.00 0.00 0.00
H -0.35106 -5.89091 -3.33138 -0.01 0.00 0.01
H -1.43308 -4.61947 -5.15292 0.01 -0.01 0.00
H -0.81614 -2.27286 -5.55720 0.01 0.00 -0.01
C 2.92989 -2.81710 3.03528 -0.16 0.24 0.10
Si 2.02228 -1.24133 3.41240 0.08 -0.27 -0.06
C 0.51087 -1.55863 4.43842 -0.05 0.12 0.10
C 3.13879 0.03976 4.14200 -0.11 0.10 0.04
O 1.51102 -0.67023 1.89060 0.10 0.36 -0.77
H 3.26779 -3.20958 3.99828 0.08 -0.15 -0.08
H 3.80541 -2.64430 2.40878 0.02 -0.04 0.02
H 2.29385 -3.56876 2.56555 0.04 -0.06 0.03
H 0.82881 -1.93717 5.41362 -0.07 0.00 0.02
H -0.15843 -2.30647 4.00637 0.05 -0.03 -0.04
H -0.06418 -0.64680 4.62080 0.00 0.00 0.03
H 3.41800 -0.30827 5.14088 0.04 0.06 0.01
H 2.65373 1.01053 4.26251 0.00 0.00 0.03
H 4.06100 0.18173 3.57680 -0.02 -0.05 -0.03
```
Positions in Å, forces in eV/Å.

Mulliken population analysis, charges in e, atoms 1 to 4: Ir -0.2581; C -1.0458; N 0.3132; C -0.7372

# 2
Molecular formula: C15H23N5O4S
Method: DFT, ωB97M-V/def2-TZVPD

Total charge   0
Energy   -1558.1030 hartree
HOMO energy   -8.69 eV
Spin multiplicity   1
SMILES string   CCOc1cc(S(=O)(=O)N(CC)CC)c(OCC)cc1-n1cnnn1
Relative energy (zero: lowest compared OMol25 entry of this formula, charge and spin)   652.0 kJ/mol

Structure (XYZ):
```
48
Properties=species:S:1:pos:R:3:forces:R:3
O 3.31821 -0.06305 -0.52147 -2.54 1.52 1.05
O 2.16949 2.19134 -0.12547 0.11 -2.04 0.17
N -4.41435 -2.15604 -3.17030 2.24 -2.13 0.55
N -3.52073 -2.03147 -2.21777 -1.85 -2.77 0.66
N -4.55636 -1.02533 -3.84294 -0.63 1.51 1.88
O -3.14610 -0.13913 0.46225 1.16 -0.62 1.54
O 1.40765 -0.18501 -2.75524 0.04 -0.12 0.64
C -3.95274 -0.17465 -3.05371 1.04 3.44 -1.12
C -0.95189 -0.31461 -2.39690 0.67 -0.13 -0.01
C -0.58238 0.16401 0.29253 -1.65 0.45 1.45
C -1.93277 -0.07923 -0.16851 1.71 -0.02 -0.23
C 0.37845 -0.14313 -1.87411 -1.89 -0.45 -4.04
C -2.01696 -0.32824 -1.54150 -0.25 -0.01 1.32
C 0.51906 0.14720 -0.55280 1.18 0.22 0.51
N -3.29044 -0.75436 -2.01496 -0.76 0.86 -3.33
N 1.98090 0.33745 1.81160 1.17 0.20 -1.19
C -3.31899 0.90804 2.63047 0.66 -1.94 1.73
C 2.80925 -0.69256 -4.47475 1.25 -0.10 -0.48
C 2.20926 -1.43084 3.52535 1.86 0.37 2.11
C 1.02978 2.53432 2.74204 1.60 -1.74 -0.69
C -3.07699 -0.47142 1.92116 0.00 1.73 -0.99
C 1.35755 -0.72230 -4.12864 -0.79 -1.51 1.79
C 2.77176 -0.87965 2.30427 0.86 1.99 -2.41
C 2.28210 1.56422 2.60141 -1.42 1.75 -2.81
S 2.19100 0.73469 0.02302 0.64 -0.96 1.35
H -3.81117 0.90138 -3.27663 -0.30 -0.88 0.26
H -1.23777 -0.45807 -3.45955 0.89 -0.07 0.73
H -0.30204 0.42291 1.33608 -0.72 -0.35 -0.69
H -3.38626 0.74073 3.73601 0.27 -0.04 -0.67
H -4.30641 1.31201 2.41434 0.28 0.06 -0.69
H -2.48526 1.57468 2.48769 0.00 0.52 -0.35
H 3.01821 0.23949 -5.04708 0.34 -0.59 0.75
H 3.35758 -0.78955 -3.49958 -0.30 0.60 -1.03
H 3.18956 -1.54402 -5.06525 -0.60 0.31 -0.04
H 1.35441 -1.94284 3.28976 -2.36 -1.28 -0.30
H 2.96026 -2.16235 3.89355 -0.58 0.41 0.20
H 1.99196 -0.67320 4.28901 0.18 -0.30 -0.03
H 0.46745 2.81389 1.87110 0.52 0.26 -0.88
H 0.30398 2.03881 3.31975 -0.85 -0.62 1.32
H 1.43783 3.36376 3.24780 -0.04 1.31 0.63
H -2.12164 -1.06393 2.03179 -0.99 1.00 0.54
H -3.93979 -1.06957 2.19964 0.05 -0.45 -0.58
H 0.68961 -0.12474 -4.68665 -0.33 1.15 -0.89
H 0.86751 -1.74038 -4.20945 0.74 0.74 0.77
H 2.75312 -1.65131 1.56125 -0.35 -0.26 -0.81
H 3.85161 -0.66286 2.34918 -0.30 0.41 0.35
H 3.13133 2.14263 2.16472 -0.53 -0.44 0.20
H 2.55216 1.34227 3.57746 0.55 -0.96 1.77
```
Positions in Å, forces in eV/Å.

natural (NBO) population analysis, charges in e, atoms 1 to 4: O -0.8906; O -0.9000; N -0.0739; N -0.0643

# 3
Molecular formula: C33H35N8O4S4Ti
Method: DFT, ωB97M-V/def2-TZVPD

Total charge   +1
Energy   -4459.6794 hartree
HOMO energy   -10.04 eV
Spin multiplicity   1
Relative energy (zero: lowest compared OMol25 entry of this formula, charge and spin)   29.3 kJ/mol

Structure (XYZ):
```
85
Properties=species:S:1:pos:R:3:forces:R:3
Ti 0.79182 -0.72412 -1.38153 -0.27 0.22 0.35
S 2.06397 -0.68353 0.64012 -0.25 -0.18 -0.09
C 0.76021 -1.14780 1.69578 -0.20 0.02 0.32
N 0.79767 -1.14722 3.01005 -0.03 -0.01 -0.19
N 1.85791 -0.71275 3.59122 0.08 0.04 0.33
C 1.98671 -0.70142 5.00628 0.01 -0.01 -0.43
C 0.97920 -1.19094 5.82171 -0.10 -0.03 0.07
C 1.16155 -1.16037 7.19503 0.01 0.01 -0.01
C 2.32894 -0.64447 7.74470 -0.03 -0.02 0.00
C 3.32736 -0.16058 6.91238 0.01 0.01 -0.04
C 3.15925 -0.18686 5.53642 0.08 0.05 0.08
N -0.38785 -1.67472 1.21418 0.08 0.12 0.03
N -0.53330 -1.68408 -0.04177 -0.17 -0.94 0.38
C -1.61036 -2.59323 -0.44555 0.19 0.43 0.02
C -2.12812 -2.54650 -1.72781 -0.01 -0.02 -0.15
C -3.11370 -3.44175 -2.11365 0.01 0.01 -0.01
C -3.59793 -4.38263 -1.21869 0.00 0.03 0.05
C -3.07601 -4.42685 0.06828 0.01 0.03 -0.01
C -2.08398 -3.53990 0.45633 0.00 -0.10 0.10
H 2.64298 -0.38890 3.02801 -0.02 0.02 0.02
H 0.07420 -1.58546 5.38195 0.02 -0.02 0.02
H 0.38529 -1.54965 7.84017 0.00 0.02 0.00
H 2.45835 -0.61979 8.81804 0.01 -0.02 -0.01
H 4.24261 0.23482 7.33212 -0.01 0.01 -0.01
H 3.93412 0.19241 4.87937 0.00 -0.01 0.01
H -1.78278 -1.81294 -2.43883 -0.01 0.04 0.01
H -3.49393 -3.39720 -3.12648 0.02 -0.03 0.00
H -4.36859 -5.08040 -1.51932 0.03 -0.02 -0.01
H -3.42438 -5.17018 0.77336 -0.02 0.02 0.00
H -1.66889 -3.58977 1.45192 -0.01 -0.01 -0.02
C 0.75222 3.71019 -1.86196 -0.03 0.04 0.01
C 0.45915 2.43054 -1.37789 0.05 -0.08 0.17
N 1.24465 1.38789 -1.59603 0.21 0.48 -0.31
C 2.38523 1.59057 -2.31383 0.02 -0.12 0.09
C 2.74974 2.82877 -2.83339 0.16 0.11 -0.10
C 1.88735 3.91245 -2.59617 0.01 0.05 -0.01
C 3.97083 2.95035 -3.58485 -0.12 0.06 0.05
C 4.76636 1.88415 -3.79430 0.03 -0.11 0.02
C 4.42122 0.59923 -3.25298 0.17 0.01 -0.04
C 5.22428 -0.54567 -3.38797 0.04 0.03 -0.04
C 4.86094 -1.70878 -2.76100 0.05 -0.04 0.02
C 3.66668 -1.75249 -2.04347 -0.09 0.04 0.02
N 2.86944 -0.70287 -1.95092 0.12 0.27 -0.33
C 3.24515 0.46289 -2.52127 -0.17 0.14 0.12
H 0.06233 4.51616 -1.65531 0.01 -0.01 0.02
H -0.43832 2.25457 -0.80843 -0.03 -0.02 -0.02
H 2.12938 4.88991 -2.99554 0.00 -0.01 0.01
H 4.23882 3.92411 -3.97422 -0.02 -0.01 -0.01
H 5.68793 1.98272 -4.35329 -0.02 -0.03 -0.01
H 6.12902 -0.49747 -3.98123 0.01 0.01 0.04
H 5.47015 -2.59831 -2.82809 -0.01 0.00 0.00
H 3.33850 -2.65302 -1.54322 -0.05 -0.04 -0.07
S -2.32747 0.64895 -0.63792 -0.10 0.26 -0.02
C -3.73916 0.33481 -1.54056 0.04 -0.06 -0.03
N -4.59003 -0.60664 -1.13243 -0.14 0.09 0.13
C -5.84155 -0.93303 -1.80598 0.08 0.00 -0.02
C -6.36401 0.30926 -2.50390 0.00 -0.02 -0.01
C -5.27968 0.85476 -3.41505 0.07 -0.03 0.02
N -4.04603 1.02139 -2.64773 0.09 -0.07 -0.03
H -4.33071 -1.08559 -0.28507 0.03 -0.05 -0.04
H -6.54528 -1.29763 -1.06063 0.00 0.00 0.01
H -5.67501 -1.73327 -2.53282 0.00 -0.04 0.02
H -6.63732 1.05990 -1.76031 -0.02 0.01 -0.01
H -7.24890 0.06474 -3.08924 -0.01 0.02 0.01
H -5.56218 1.82488 -3.82011 0.01 0.02 0.00
H -5.11179 0.17468 -4.25396 0.01 0.00 -0.01
H -3.33676 1.65730 -2.96984 -0.04 0.06 0.04
C 0.94784 2.79140 3.51263 -0.03 0.01 -0.03
C -0.53847 3.08131 3.31568 0.01 -0.02 -0.03
C -0.93030 2.05944 2.25244 0.11 -0.09 0.03
O 0.27643 1.74713 1.51851 -0.13 0.23 0.16
C 1.36677 2.48084 2.08764 -0.09 -0.01 -0.09
H 1.08297 1.91336 4.14783 0.03 0.02 0.03
H 1.50232 3.62624 3.93888 -0.01 -0.02 0.03
H -0.66772 4.09555 2.93281 -0.03 0.01 0.04
H -1.12928 2.97580 4.22364 0.01 0.03 0.00
H -1.68553 2.42998 1.56046 -0.01 0.00 -0.04
H -1.29878 1.12903 2.69225 -0.01 0.00 0.00
H 1.52441 3.40802 1.52132 0.03 0.00 -0.01
H 2.26655 1.87183 2.00300 0.02 -0.02 -0.02
O 0.79687 -2.31020 -2.29402 0.31 -0.36 -0.76
S 0.68594 -1.98930 -3.86555 -0.32 -0.17 -0.29
O 2.00471 -1.84160 -4.40467 0.07 -0.12 0.06
O -0.19051 -2.94032 -4.46172 -0.07 -0.03 0.18
S -0.18172 -0.17212 -3.59402 0.34 -0.08 0.19
```
Positions in Å, forces in eV/Å.

Mulliken population analysis, charges in e, atoms 1 to 4: Ti 0.2297; S -0.5727; C 0.1526; N -0.4711

What is the formula in the third record?
C33H35N8O4S4Ti

Look up the relative energy (zero: lowest compared OMol25 entry of this formula, charge and spin) of the second one.
652.0 kJ/mol